{"formula": "C2H4ClFO", "method": "ωB97M-V/def2-TZVPD", "multiplicity": 1, "energy_ev": -19425.6538, "e_above_lowest_kj_mol": 23.6, "smiles": "OC[C@H](F)Cl", "homo_lumo_gap_ev": 11.6, "charge": 0, "elements": ["O", "C", "C", "F", "Cl", "H", "H", "H", "H"], "xyz": [[-1.841, -0.724, 0.188], [-1.199, 0.402, -0.309], [0.112, 0.464, 0.318], [0.648, 1.609, -0.028], [1.169, -0.854, -0.061], [-1.509, -1.494, -0.271], [-0.974, 0.385, -1.375], [-1.821, 1.265, -0.079], [-0.135, 0.484, 1.454]]}

{"formula": "C4H7NO", "method": "ωB97M-V/def2-TZVPD", "multiplicity": 1, "energy_ev": -7797.9916, "e_above_lowest_kj_mol": 159.5, "smiles": "CC(=O)[C@H]1CN1", "homo_lumo_gap_ev": 10.9, "charge": 0, "elements": ["C", "C", "O", "C", "C", "N", "H", "H", "H", "H", "H", "H", "H"], "xyz": [[1.907, -0.246, 0.476], [0.594, 0.459, 0.228], [0.352, 1.548, 0.715], [-0.431, -0.227, -0.621], [-1.798, -0.323, -0.029], [-1.529, 0.593, -1.115], [2.015, -1.160, -0.112], [1.979, -0.498, 1.538], [2.732, 0.434, 0.248], [-0.083, -1.010, -1.291], [-1.928, 0.078, 0.975], [-2.418, -1.180, -0.278], [-1.393, 1.530, -0.735]]}

{"formula": "C4H6O2", "method": "ωB97M-V/def2-TZVPD", "multiplicity": 1, "energy_ev": -8337.8038, "e_above_lowest_kj_mol": 256.4, "smiles": "CC(=O)[C@H]1CO1", "homo_lumo_gap_ev": 10.8, "charge": 0, "elements": ["C", "C", "O", "C", "C", "O", "H", "H", "H", "H", "H", "H"], "xyz": [[0.844, 1.330, -0.442], [-0.472, 0.642, -0.406], [-1.356, 1.148, -1.081], [-0.775, -0.474, 0.524], [0.003, -1.709, 0.388], [0.202, -0.840, 1.485], [1.714, 0.993, 0.160], [1.190, 1.564, -1.452], [0.144, 2.272, -0.294], [-1.812, -0.534, 0.845], [0.820, -1.745, -0.334], [-0.502, -2.648, 0.607]]}

{"formula": "C16H22N2O4", "method": "ωB97M-V/def2-TZVPD", "multiplicity": 1, "energy_ev": -28119.2692, "e_above_lowest_kj_mol": 160.7, "smiles": "CN[C@]1(CC(C)C)OC(=O)[C@](O)(Cc2ccccc2)NC1=O", "homo_lumo_gap_ev": 10.0, "charge": 0, "elements": ["C", "N", "C", "C", "C", "C", "C", "O", "C", "O", "C", "O", "C", "C", "C", "C", "C", "C", "C", "N", "C", "O", "H", "H", "H", "H", "H", "H", "H", "H", "H", "H", "H", "H", "H", "H", "H", "H", "H", "H", "H", "H", "H", "H"], "xyz": [[-1.667, -2.473, -1.783], [-1.718, -1.187, -1.084], [-1.210, -1.115, 0.310], [-2.228, -1.739, 1.269], [-2.308, -1.170, 2.734], [-3.287, -2.065, 3.528], [-0.948, -1.246, 3.467], [-1.234, 0.304, 0.519], [-0.080, 0.982, 0.325], [0.048, 2.182, 0.566], [1.241, 0.258, -0.202], [2.397, 0.671, 0.497], [1.357, 0.475, -1.729], [1.965, 1.816, -2.096], [3.352, 2.036, -2.012], [3.903, 3.286, -2.251], [3.100, 4.409, -2.492], [1.728, 4.159, -2.635], [1.177, 2.878, -2.440], [1.289, -1.148, 0.046], [0.161, -1.823, 0.407], [0.328, -2.972, 0.793], [-2.097, -2.383, -2.764], [-0.636, -2.868, -1.914], [-2.301, -3.216, -1.259], [-2.622, -0.798, -1.107], [-1.983, -2.798, 1.305], [-3.227, -1.618, 0.831], [-2.646, -0.129, 2.703], [-3.553, -1.621, 4.494], [-2.815, -3.026, 3.772], [-4.204, -2.176, 2.991], [-0.642, -2.286, 3.453], [-1.047, -0.870, 4.481], [-0.223, -0.622, 2.969], [2.392, 1.649, 0.495], [0.384, 0.392, -2.219], [2.026, -0.283, -2.176], [3.992, 1.158, -1.829], [4.993, 3.368, -2.308], [3.556, 5.377, -2.713], [1.041, 5.003, -2.845], [0.104, 2.743, -2.548], [2.141, -1.514, 0.448]]}

{"formula": "C24H16BaN7O10S3", "method": "ωB97M-V/def2-TZVPD", "multiplicity": 1, "energy_ev": -89253.8161, "homo_lumo_gap_ev": 6.7, "charge": -1, "elements": ["Ba", "O", "C", "O", "C", "C", "C", "C", "C", "C", "O", "N", "O", "O", "N", "O", "O", "H", "H", "C", "C", "N", "C", "C", "S", "C", "C", "S", "C", "N", "C", "H", "H", "H", "H", "H", "H", "H", "H", "O", "S", "O", "O", "C", "N", "C", "C", "C", "N", "C", "C", "C", "N", "C", "C", "H", "H", "H", "H", "H", "H"], "xyz": [[-0.444, 1.029, -1.025], [1.878, 2.113, -0.553], [1.523, 2.790, -1.546], [0.412, 3.398, -1.597], [2.270, 2.606, -2.842], [3.242, 3.439, -3.309], [3.832, 3.173, -4.552], [3.451, 2.090, -5.310], [2.481, 1.234, -4.816], [1.825, 1.449, -3.573], [0.871, 0.733, -3.113], [2.126, 0.091, -5.653], [1.734, -0.927, -5.114], [2.259, 0.212, -6.863], [4.863, 4.064, -5.059], [5.360, 3.818, -6.146], [5.165, 5.034, -4.382], [3.561, 4.304, -2.744], [3.901, 1.902, -6.272], [-1.452, -2.751, -2.111], [-2.707, -1.965, -1.917], [-2.737, -0.688, -1.662], [-4.028, -0.220, -1.555], [-4.988, -1.170, -1.709], [-4.261, -2.688, -2.000], [-4.254, 1.218, -1.354], [-5.444, 1.862, -1.487], [-5.235, 3.533, -1.201], [-3.556, 3.286, -0.950], [-3.189, 2.040, -1.052], [-2.628, 4.406, -0.614], [-0.682, -2.121, -2.558], [-1.618, -3.601, -2.770], [-1.093, -3.137, -1.157], [-6.056, -1.055, -1.660], [-6.401, 1.446, -1.752], [-3.082, 5.370, -0.833], [-1.695, 4.310, -1.171], [-2.387, 4.379, 0.450], [1.293, -6.594, 7.232], [0.300, -5.940, 6.408], [0.277, -6.360, 5.021], [-1.009, -5.782, 7.021], [0.861, -4.204, 6.330], [1.391, -3.668, 7.434], [1.760, -2.400, 7.359], [1.607, -1.633, 6.213], [1.028, -2.276, 5.132], [0.666, -3.553, 5.188], [0.774, -1.605, 3.828], [0.620, -2.376, 2.680], [0.335, -1.742, 1.488], [0.179, -0.420, 1.367], [0.360, 0.316, 2.465], [0.655, -0.227, 3.703], [2.205, -1.973, 8.253], [1.939, -0.605, 6.175], [0.702, -3.452, 2.747], [0.211, -2.324, 0.583], [0.267, 1.390, 2.350], [0.763, 0.426, 4.558]]}

{"formula": "C16H18CuOPS3", "method": "ωB97M-V/def2-TZVPD", "multiplicity": 1, "energy_ev": -105367.3185, "e_above_lowest_kj_mol": 0.0, "homo_lumo_gap_ev": 7.5, "charge": 0, "elements": ["Cu", "S", "P", "S", "C", "C", "C", "C", "C", "C", "C", "C", "C", "C", "C", "C", "H", "H", "H", "H", "H", "H", "H", "H", "H", "H", "O", "S", "C", "C", "C", "C", "H", "H", "H", "H", "H", "H", "H", "H"], "xyz": [[0.775, 1.680, -1.399], [1.543, -0.270, -0.174], [0.561, 0.755, 1.188], [0.319, 2.716, 0.654], [1.354, 0.692, 2.803], [1.258, -0.447, 3.611], [1.833, -0.471, 4.870], [2.473, 0.657, 5.329], [2.517, 1.814, 4.559], [1.982, 1.821, 3.300], [-1.009, -0.064, 1.598], [-1.593, 0.256, 2.833], [-2.585, -0.507, 3.382], [-3.018, -1.633, 2.681], [-2.472, -1.978, 1.436], [-1.454, -1.184, 0.910], [0.795, -1.331, 3.211], [1.843, -1.339, 5.492], [3.008, 0.646, 6.272], [3.076, 2.638, 4.982], [2.028, 2.685, 2.639], [-1.127, 1.049, 3.409], [-3.036, -0.298, 4.387], [-3.762, -2.257, 3.118], [-2.818, -2.901, 0.931], [-0.955, -1.467, -0.044], [0.607, 1.278, -3.420], [0.660, -0.248, -3.661], [-1.040, -0.550, -4.167], [-1.160, -0.124, -5.622], [0.186, 0.353, -6.165], [1.302, -0.309, -5.350], [-1.686, -0.019, -3.466], [-1.196, -1.614, -4.014], [-1.984, 0.596, -5.802], [-1.437, -1.030, -6.127], [0.288, 1.441, -6.061], [0.218, 0.084, -7.226], [2.224, 0.243, -5.347], [1.483, -1.360, -5.551]]}

{"formula": "C22H33BrClO10PS", "method": "ωB97M-V/def2-TZVPD", "multiplicity": 1, "energy_ev": -146513.9125, "smiles": "CC[C@@]1(Cc2ccccc2C)OS(=O)(=O)O[C@@]1(CC(=O)Br)P(O)Cl.CCOC(C)=O.CCOC(C)=O", "homo_lumo_gap_ev": 9.0, "charge": 0, "elements": ["C", "C", "C", "C", "C", "C", "C", "C", "C", "C", "C", "O", "S", "O", "O", "O", "C", "C", "C", "O", "Br", "P", "O", "Cl", "H", "H", "H", "H", "H", "H", "H", "H", "H", "H", "H", "H", "H", "H", "H", "H", "H", "C", "C", "O", "C", "C", "O", "H", "H", "H", "H", "H", "H", "H", "H", "C", "C", "O", "C", "C", "O", "H", "H", "H", "H", "H", "H", "H", "H"], "xyz": [[-0.187, -1.699, 2.215], [0.765, -0.620, 1.668], [1.458, -0.979, 0.332], [2.874, -0.385, 0.359], [3.937, -1.267, 0.984], [3.661, -2.397, 1.750], [4.689, -3.169, 2.279], [6.014, -2.829, 2.051], [6.309, -1.686, 1.317], [5.283, -0.905, 0.788], [5.643, 0.333, 0.003], [1.358, -2.361, 0.039], [1.701, -2.557, -1.536], [0.955, -3.664, -2.003], [3.103, -2.550, -1.726], [1.066, -1.192, -2.004], [0.631, -0.352, -0.835], [0.952, 1.065, -1.326], [0.812, 2.136, -0.291], [-0.186, 2.406, 0.246], [2.403, 3.193, 0.148], [-1.252, -0.646, -0.745], [-1.359, -2.249, -0.935], [-1.820, 0.032, -2.621], [-0.716, -2.233, 1.434], [0.340, -2.416, 2.833], [-0.934, -1.195, 2.820], [0.189, 0.294, 1.581], [1.520, -0.449, 2.429], [2.817, 0.510, 0.969], [3.215, -0.118, -0.633], [2.644, -2.690, 1.941], [4.482, -4.056, 2.856], [6.834, -3.419, 2.430], [7.329, -1.388, 1.135], [6.698, 0.556, 0.091], [5.332, 0.252, -1.036], [5.094, 1.181, 0.412], [0.235, 1.321, -2.102], [1.919, 1.057, -1.810], [-1.229, -2.475, -1.870], [-3.534, 1.454, 4.300], [-3.131, 1.062, 5.707], [-1.794, 0.559, 5.759], [-0.710, 1.353, 5.868], [-0.859, 2.846, 5.676], [0.361, 0.846, 6.051], [-2.915, 2.265, 3.915], [-4.575, 1.777, 4.277], [-3.415, 0.606, 3.625], [-3.265, 1.878, 6.419], [-3.755, 0.241, 6.053], [-0.643, 3.083, 4.635], [-0.132, 3.344, 6.311], [-1.840, 3.237, 5.938], [-3.645, 2.334, -5.903], [-4.113, 1.103, -5.155], [-5.508, 0.865, -5.341], [-6.007, 0.188, -6.396], [-5.107, -0.124, -7.572], [-7.170, -0.100, -6.401], [-3.769, 2.223, -6.980], [-2.592, 2.530, -5.697], [-4.230, 3.202, -5.598], [-3.530, 0.216, -5.410], [-3.991, 1.259, -4.084], [-5.226, 0.658, -8.320], [-5.428, -1.071, -7.998], [-4.055, -0.221, -7.317]]}

{"formula": "C9H21N3O3", "method": "ωB97M-V/def2-TZVPD", "multiplicity": 1, "energy_ev": -20285.9367, "e_above_lowest_kj_mol": 154.4, "smiles": "CN(C)C=O.CN(C)C=O.CN(C)C=O", "homo_lumo_gap_ev": 9.5, "charge": 0, "elements": ["C", "N", "C", "C", "O", "H", "H", "H", "H", "H", "H", "H", "C", "N", "C", "C", "O", "H", "H", "H", "H", "H", "H", "H", "C", "N", "C", "C", "O", "H", "H", "H", "H", "H", "H", "H"], "xyz": [[-3.328, -4.644, -1.251], [-2.068, -4.737, -0.551], [-1.084, -5.748, -0.995], [-1.738, -3.975, 0.509], [-0.738, -4.078, 1.195], [-3.213, -4.871, -2.308], [-3.799, -3.680, -1.068], [-4.027, -5.399, -0.870], [-0.650, -6.217, -0.119], [-1.601, -6.447, -1.648], [-0.334, -5.218, -1.585], [-2.508, -3.208, 0.721], [-0.981, 2.109, 0.962], [-1.050, 0.666, 1.076], [0.160, -0.081, 0.864], [-2.149, 0.070, 1.606], [-2.197, -1.127, 1.838], [-0.509, 2.591, 1.826], [-1.992, 2.462, 0.765], [-0.354, 2.493, 0.152], [0.541, 0.012, -0.161], [0.990, 0.288, 1.476], [-0.007, -1.141, 1.029], [-2.991, 0.747, 1.812], [4.005, 4.805, -0.012], [2.878, 4.155, -0.666], [2.750, 2.737, -0.386], [1.855, 4.891, -1.136], [0.795, 4.447, -1.530], [4.973, 4.350, -0.197], [3.822, 4.815, 1.071], [4.015, 5.865, -0.268], [3.738, 2.265, -0.415], [2.453, 2.565, 0.652], [2.198, 2.282, -1.203], [2.144, 5.954, -1.183]]}